Molecular formula: C48H45CdN3O4P
Method: DFT, wB97M-V/def2-TZVPD

Last column: Mulliken charge in e.
Element x y z (Å)
1 Cd -0.491 -1.072 -1.194  1.74
2 C 2.804 -4.790 2.392  -1.09
3 O 1.985 -3.661 2.673  -0.15
4 C 2.274 -2.931 3.775  1.05
5 C 3.263 -3.258 4.695  -0.77
6 C 3.454 -2.475 5.826  -0.84
7 C 2.667 -1.357 6.050  -0.84
8 C 1.688 -1.021 5.126  -0.66
9 C 1.487 -1.789 3.990  0.26
10 N 0.423 -1.452 3.109  0.58
11 C 0.490 -1.256 1.762  -1.51
12 N 1.734 -1.213 1.259  1.02
13 C 2.286 -1.404 -0.035  1.01
14 C 1.598 -1.473 -1.240  -1.75
15 C 2.342 -1.672 -2.410  -0.16
16 C 3.718 -1.783 -2.387  -1.14
17 C 4.403 -1.702 -1.177  -0.32
18 C 3.689 -1.520 -0.010  0.45
19 O 4.255 -1.440 1.233  -0.21
20 C 5.671 -1.409 1.315  -1.16
21 N -0.589 -1.080 1.041  1.98
22 C -1.878 -1.350 1.546  -0.94
23 C -2.521 -0.590 2.519  0.16
24 C -3.821 -0.895 2.908  -1.17
25 C -4.498 -1.950 2.314  -0.85
26 C -3.876 -2.704 1.325  -0.52
27 C -2.582 -2.402 0.949  0.03
28 O -1.958 -3.083 -0.072  -0.41
29 C -1.070 -4.128 0.363  -0.94
30 H 2.458 -5.181 1.440  0.25
31 H 2.701 -5.557 3.161  0.38
32 H 3.854 -4.501 2.300  0.39
33 H 3.870 -4.142 4.549  0.45
34 H 4.217 -2.755 6.541  0.43
35 H 2.814 -0.748 6.932  0.41
36 H 1.061 -0.149 5.282  0.41
37 H -0.478 -1.295 3.528  0.31
38 H 2.458 -1.229 1.963  0.42
39 H 1.837 -1.728 -3.365  0.45
40 H 4.273 -1.931 -3.305  0.45
41 H 5.480 -1.790 -1.159  0.50
42 H 5.911 -1.255 2.363  0.28
43 H 6.081 -0.588 0.724  0.39
44 H 6.109 -2.351 0.977  0.37
45 H -2.003 0.256 2.963  0.56
46 H -4.304 -0.307 3.678  0.45
47 H -5.511 -2.183 2.617  0.45
48 H -4.393 -3.521 0.834  0.56
49 H -1.599 -5.081 0.373  0.34
50 H -0.678 -3.918 1.359  0.32
51 H -0.243 -4.175 -0.343  0.25
52 C -5.057 -1.570 -2.086  -1.76
53 C -3.903 -0.656 -1.806  0.72
54 O -2.754 -1.062 -1.915  -0.63
55 C -4.201 0.745 -1.404  0.34
56 C -5.180 1.487 -2.061  -0.66
57 C -5.403 2.808 -1.704  -0.88
58 C -4.672 3.384 -0.674  -0.59
59 C -3.715 2.638 0.002  -0.68
60 C -3.473 1.326 -0.370  0.59
61 H -4.713 -2.597 -2.182  0.37
62 H -5.542 -1.269 -3.020  0.51
63 H -5.798 -1.483 -1.291  0.39
64 H -5.750 1.050 -2.873  0.38
65 H -6.149 3.389 -2.230  0.43
66 H -4.854 4.414 -0.393  0.46
67 H -3.152 3.087 0.812  0.39
68 H -2.743 0.728 0.157  0.40
69 C -2.038 6.056 -2.379  -0.57
70 C -2.074 5.089 -3.375  -0.70
71 C -1.537 3.831 -3.145  -0.75
72 C -0.942 3.527 -1.919  0.46
73 C -0.923 4.497 -0.920  -0.29
74 C -1.464 5.756 -1.153  -0.68
75 P -0.323 1.813 -1.658  0.95
76 C 0.968 2.022 -0.370  0.81
77 C 0.471 2.094 0.936  -0.56
78 C 1.320 2.286 2.015  -0.56
79 C 2.689 2.394 1.804  -0.92
80 C 3.195 2.292 0.516  -0.80
81 C 2.343 2.101 -0.565  -0.73
82 C 0.510 1.503 -3.261  0.47
83 C -0.024 0.495 -4.065  -0.21
84 C 0.502 0.230 -5.323  -0.69
85 C 1.581 0.968 -5.785  -0.54
86 C 2.102 1.994 -5.007  -0.94
87 C 1.554 2.278 -3.765  -0.62
88 H -2.452 7.040 -2.562  0.41
89 H -2.519 5.317 -4.336  0.44
90 H -1.573 3.084 -3.929  0.43
91 H -0.467 4.289 0.039  0.44
92 H -1.432 6.506 -0.372  0.43
93 H -0.600 2.001 1.101  0.16
94 H 0.918 2.349 3.020  0.49
95 H 3.357 2.550 2.643  0.41
96 H 4.263 2.359 0.347  0.45
97 H 2.764 1.987 -1.554  0.51
98 H -0.890 -0.062 -3.721  0.42
99 H 0.065 -0.544 -5.943  0.45
100 H 2.001 0.759 -6.761  0.42
101 H 2.929 2.588 -5.376  0.43
102 H 1.925 3.122 -3.196  0.55

Values from the calculation:
Kohn-Sham gap in eV: 8.02
Relative energy (zero: lowest compared OMol25 entry of this formula, charge and spin) in kJ/mol: 8.2
E_HOMO in eV: -10.070
E in eV: -77014.966
Charge: +1

Molecular formula: C48H46FI2LaN13O6
Method: DFT, wB97M-V/def2-TZVPD

Last column: Mulliken charge in e.
Element x y z (Å)
1 La -0.010 0.283 0.409  2.18
2 C 2.038 2.997 -2.768  -1.75
3 C 0.828 2.232 -2.272  0.43
4 O 0.984 1.478 -1.245  0.18
5 C -0.367 2.425 -2.939  -1.16
6 C -1.594 1.845 -2.556  0.67
7 C -2.883 2.525 -2.918  -1.42
8 N -1.641 0.737 -1.852  0.63
9 N -2.868 0.268 -1.478  -0.81
10 C -2.857 -0.566 -0.477  0.17
11 O -1.833 -0.834 0.246  -0.46
12 C -4.137 -1.259 -0.235  0.27
13 C -5.338 -0.616 -0.509  -0.36
14 C -6.533 -1.275 -0.299  -0.75
15 C -6.532 -2.581 0.165  -0.38
16 C -5.334 -3.226 0.424  -0.77
17 C -4.134 -2.566 0.235  -0.21
18 H 2.479 2.451 -3.602  0.32
19 H 2.777 3.070 -1.972  0.27
20 H 1.764 3.994 -3.108  0.46
21 H -0.400 3.176 -3.713  0.33
22 H -2.700 3.361 -3.591  0.45
23 H -3.393 2.886 -2.022  0.29
24 H -3.540 1.792 -3.387  0.34
25 H -5.318 0.395 -0.888  0.47
26 H -7.466 -0.768 -0.491  0.39
27 H -7.468 -3.092 0.326  0.38
28 H -5.338 -4.245 0.781  0.39
29 H -3.190 -3.057 0.425  0.47
30 C 5.904 -0.698 0.062  -1.50
31 N 4.553 -0.615 0.537  0.88
32 C 3.520 0.071 0.035  -0.60
33 N 2.499 0.025 0.873  0.78
34 C 2.975 -0.719 1.902  -1.02
35 N 4.208 -1.115 1.726  -0.99
36 C 6.753 0.460 0.552  1.26
37 C 8.088 0.523 0.165  -0.84
38 C 8.906 1.546 0.613  -0.62
39 C 8.409 2.516 1.462  -0.99
40 C 7.073 2.463 1.852  -0.35
41 C 6.247 1.439 1.390  -0.10
42 C 6.561 3.465 2.760  0.59
43 N 7.263 4.328 3.434  -0.49
44 N 6.415 5.045 4.174  -0.47
45 C 5.215 4.605 3.927  0.55
46 O 5.237 3.591 3.029  -0.23
47 C 3.994 5.110 4.511  -0.12
48 C 4.093 5.996 5.582  -1.00
49 C 2.945 6.509 6.154  -0.64
50 C 1.705 6.151 5.655  -0.89
51 C 1.597 5.270 4.582  0.95
52 C 0.198 4.949 4.101  -1.23
53 N 0.117 4.226 2.862  1.02
54 C 0.135 2.909 2.639  -0.68
55 N -0.055 2.671 1.350  -0.21
56 C -0.181 3.913 0.821  -0.76
57 N -0.082 4.865 1.708  -1.03
58 C 2.743 4.741 4.015  -0.10
59 H 5.897 -0.731 -1.031  0.44
60 H 6.324 -1.636 0.438  0.34
61 H 3.531 0.584 -0.905  0.48
62 H 2.402 -0.951 2.778  0.85
63 H 8.486 -0.240 -0.486  0.47
64 H 9.938 1.582 0.303  0.40
65 H 9.029 3.316 1.833  0.54
66 H 5.217 1.423 1.715  0.73
67 H 5.071 6.266 5.942  0.53
68 H 3.010 7.192 6.986  0.41
69 H 0.806 6.555 6.094  0.47
70 H -0.336 5.891 3.941  0.40
71 H -0.326 4.374 4.874  0.42
72 H 0.265 2.155 3.392  0.78
73 H -0.351 4.113 -0.217  0.58
74 H 2.686 4.056 3.181  0.76
75 C -1.805 -6.027 5.084  -0.99
76 C -0.568 -5.137 5.128  -1.06
77 N -0.342 -4.443 3.872  0.33
78 C -0.834 -3.185 3.743  -0.36
79 C -0.544 -2.354 2.715  0.19
80 C -1.028 -0.901 2.803  0.01
81 O -2.165 -0.671 3.178  -0.70
82 O -0.120 -0.049 2.549  -0.25
83 C 0.307 -2.789 1.641  1.19
84 O 0.695 -2.061 0.707  -0.87
85 C 0.712 -4.192 1.724  0.08
86 C 1.483 -4.742 0.700  -0.19
87 C 1.902 -6.043 0.761  0.57
88 F 2.641 -6.521 -0.268  -0.43
89 C 1.571 -6.879 1.840  -0.70
90 C 0.833 -6.315 2.873  -0.60
91 C 0.390 -4.987 2.846  -0.20
92 N 1.942 -8.231 1.950  0.08
93 C 0.921 -9.201 2.257  -0.74
94 C 0.270 -9.728 0.970  -0.75
95 N 1.319 -10.347 0.119  -0.06
96 C 2.409 -9.379 -0.192  -0.65
97 C 2.967 -8.817 1.123  -1.02
98 H -1.947 -6.503 6.050  0.40
99 H -1.716 -6.794 4.320  0.25
100 H -2.685 -5.429 4.862  0.35
101 H 0.325 -5.710 5.386  0.49
102 H -0.703 -4.380 5.902  0.47
103 H -1.479 -2.839 4.540  0.61
104 H 1.729 -4.156 -0.172  0.27
105 H 0.607 -6.932 3.726  0.72
106 H 0.148 -8.761 2.884  0.33
107 H 1.376 -10.031 2.811  0.36
108 H -0.172 -8.896 0.418  0.37
109 H -0.500 -10.467 1.196  0.44
110 H 0.907 -10.694 -0.754  0.35
111 H 1.720 -11.147 0.624  0.38
112 H 1.998 -8.574 -0.803  0.47
113 H 3.193 -9.884 -0.755  0.35
114 H 3.745 -8.087 0.904  0.50
115 H 3.427 -9.631 1.697  0.41
116 I -0.282 -0.985 -2.266  0.27
117 I 1.139 -3.375 -2.910  -0.43

Values from the calculation:
Kohn-Sham gap in eV: 5.66
Relative energy (zero: lowest compared OMol25 entry of this formula, charge and spin) in kJ/mol: 156.7
E_HOMO in eV: -8.808
E in eV: -101955.547
Charge: +1